15
Properties=species:S:1:pos:R:3:lowdin_charge:R:1 method="wB97M-V/def2-TZVPD" de_lowest_kcal_mol=162.8 spin_multiplicity=1 homo_energy_ev=-8.99 homo_lumo_gap_ev=9.62
C -1.650 -1.635 -0.564 -0.199
N -1.442 -0.378 0.227 -0.016
C -0.221 0.109 0.137 -0.348
N 0.816 -0.248 -0.723 -0.062
N 2.003 0.519 -0.538 0.010
C -0.004 1.326 1.019 -0.302
O 0.542 0.819 2.132 -0.030
O -0.362 2.716 0.925 -0.007
H -1.751 -2.672 0.167 0.110
H -2.856 -1.306 -0.776 0.117
H -0.894 -1.992 -1.575 0.113
H 0.772 -1.267 -1.085 0.141
H 2.425 0.893 -1.507 0.164
H 2.515 0.128 0.184 0.050
H 0.106 2.989 1.976 0.257

---

38
Properties=species:S:1:pos:R:3:lowdin_charge:R:1 method="wB97M-V/def2-TZVPD" de_lowest_kcal_mol=3.7 spin_multiplicity=1 total_charge=-2 homo_energy_ev=0.26 homo_lumo_gap_ev=4.46
Li -0.304 0.000 0.007 0.450
C -0.501 0.000 4.236 -0.061
C -0.786 0.000 2.871 -0.156
N 0.145 0.000 1.949 0.051
C 1.435 0.000 2.294 -0.159
C 1.834 0.000 3.658 -0.183
C 0.813 0.000 4.630 -0.041
C 3.199 0.000 3.988 -0.101
C 4.126 0.000 2.972 -0.136
C 3.756 0.000 1.635 -0.045
C 2.410 0.000 1.224 -0.219
N 1.868 0.000 0.003 0.044
C 2.404 0.000 -1.219 -0.220
C 3.751 0.000 -1.631 -0.045
C 4.122 0.000 -2.967 -0.135
C 3.193 0.000 -3.982 -0.101
C 1.828 0.000 -3.651 -0.183
C 0.809 0.000 -4.624 -0.040
C -0.507 0.000 -4.232 -0.058
C -0.794 0.000 -2.867 -0.137
N 0.136 0.000 -1.942 0.058
C 1.428 0.000 -2.287 -0.158
H -1.308 0.000 4.958 0.094
H -1.806 0.000 2.518 0.057
H 1.091 0.000 5.678 0.099
H 3.490 0.000 5.033 0.086
H 5.184 0.000 3.226 0.088
H 4.556 0.000 0.912 0.061
H 4.550 0.000 -0.907 0.061
H 5.180 0.000 -3.221 0.088
H 3.483 0.000 -5.026 0.086
H 1.089 0.000 -5.672 0.100
H -1.313 0.000 -4.954 0.096
H -1.817 0.000 -2.523 0.078
S -4.984 0.000 -0.619 0.158
C -3.360 0.000 -0.158 -2.042
S -2.548 -1.474 0.074 0.233
S -2.548 1.474 0.074 0.233

---

37
Properties=species:S:1:pos:R:3:lowdin_charge:R:1 method="wB97M-V/def2-TZVPD" de_lowest_kcal_mol=0.0 spin_multiplicity=1 total_charge=-1 homo_energy_ev=-4.65 homo_lumo_gap_ev=7.65
C 0.046 -1.640 -3.732 -0.199
C 0.917 -0.514 -3.640 -0.231
C 1.791 -0.722 -2.519 -0.276
H 0.853 0.408 -4.258 0.096
C 1.411 -1.967 -1.884 -0.237
C 0.345 -2.530 -2.648 -0.203
H -0.216 -3.448 -2.384 0.099
H -0.757 -1.765 -4.484 0.100
H 2.462 0.049 -2.062 0.095
H 1.815 -2.356 -0.916 0.113
Y -0.296 -0.210 -1.356 1.168
Br 0.202 2.427 -1.818 -0.042
C -2.689 0.111 -0.557 -0.254
C -2.640 -1.320 -0.766 -0.221
C -2.674 -1.553 -2.165 -0.211
H -2.466 -2.088 0.021 0.104
C -2.703 -0.283 -2.840 -0.191
C -2.709 0.738 -1.847 -0.271
H -2.644 1.830 -2.043 0.067
H -2.504 0.642 0.411 0.105
H -2.606 -2.537 -2.660 0.095
H -2.645 -0.110 -3.935 0.101
O -0.963 0.039 3.328 0.057
C 0.210 0.694 3.468 -0.246
C 0.430 1.260 4.708 -0.037
C 1.594 1.972 5.002 -0.094
C 2.584 2.136 4.032 -0.099
C 2.382 1.580 2.764 -0.020
C 1.222 0.883 2.458 -0.071
C 1.132 0.394 1.090 -0.571
O 2.066 0.482 0.275 -0.018
O -0.042 -0.195 0.853 -0.217
H -0.948 -0.331 2.418 0.084
H -0.337 1.132 5.461 0.110
H 1.730 2.405 6.001 0.099
H 3.503 2.689 4.241 0.093
H 3.143 1.698 1.986 0.123

---

23
Properties=species:S:1:pos:R:3:lowdin_charge:R:1 method="wB97M-V/def2-TZVPD" smiles=CNCCCO.O.O de_lowest_kcal_mol=62.5 spin_multiplicity=1 homo_energy_ev=-9.11 homo_lumo_gap_ev=9.74
C 0.748 1.311 -2.350 -0.024
N 0.556 0.707 -0.858 -0.100
C 1.115 1.436 0.290 -0.262
C 0.206 1.332 1.549 -0.143
C -0.329 -0.167 1.770 -0.244
O 0.743 -0.981 1.421 -0.085
H 1.151 0.498 -2.902 0.056
H -0.214 1.605 -2.653 0.041
H 1.429 2.119 -2.359 0.047
H 0.976 -0.181 -0.803 0.055
H 2.163 1.079 0.528 0.117
H 1.262 2.515 -0.002 0.115
H 0.801 1.497 2.416 0.083
H -0.756 1.900 1.430 0.119
H -1.127 -0.623 1.073 0.114
H -0.685 -0.363 2.832 0.127
H 1.354 -1.343 1.969 0.048
O -1.105 -3.455 0.507 -0.011
H -1.542 -2.986 -0.247 0.041
H -0.516 -2.967 0.926 -0.087
O -2.325 -0.986 -1.223 -0.138
H -1.587 -0.240 -1.426 0.092
H -2.321 -1.707 -1.889 0.039

---

76
Properties=species:S:1:pos:R:3:lowdin_charge:R:1 method="wB97M-V/def2-TZVPD" spin_multiplicity=1 total_charge=+1 homo_energy_ev=-11.27 homo_lumo_gap_ev=9.01
Pb -25.246 23.915 -36.402 1.583
Zn -22.547 24.560 -35.077 0.581
O -23.758 23.082 -34.699 -0.445
H -23.981 22.326 -34.169 -0.021
O -24.047 25.838 -35.140 -0.446
H -23.995 26.783 -35.242 -0.021
O -22.617 24.311 -37.011 -0.418
H -22.101 24.677 -37.723 -0.012
C -23.352 22.107 -40.781 -0.056
C -24.312 22.251 -39.600 -0.411
C -23.768 21.396 -38.462 -0.203
O -24.632 21.435 -37.336 -0.299
C -24.247 20.495 -36.357 -0.110
N -24.462 23.631 -39.123 -0.036
H -23.498 21.138 -41.258 0.085
H -22.295 22.247 -40.539 0.084
H -23.530 22.873 -41.541 0.081
H -25.297 21.910 -39.921 0.142
H -22.753 21.748 -38.233 0.130
H -23.657 20.347 -38.757 0.136
H -23.377 20.841 -35.799 0.076
H -24.070 19.495 -36.768 0.101
H -25.053 20.276 -35.651 0.092
H -23.625 23.890 -38.586 0.001
H -24.339 24.309 -39.876 0.092
C -20.982 23.594 -31.066 -0.057
C -20.914 24.224 -32.452 -0.367
C -20.636 23.052 -33.429 -0.177
O -20.671 23.477 -34.795 -0.242
C -20.179 22.486 -35.664 -0.083
N -22.233 24.729 -32.830 0.047
H -21.844 22.951 -30.908 0.078
H -20.921 24.389 -30.317 0.088
H -20.080 23.014 -30.836 0.090
H -20.075 24.913 -32.504 0.154
H -21.411 22.288 -33.287 0.129
H -19.662 22.588 -33.258 0.136
H -20.682 21.522 -35.515 0.097
H -19.127 22.241 -35.471 0.100
H -20.291 22.816 -36.692 0.088
H -22.932 24.026 -32.606 0.063
H -22.573 25.547 -32.332 0.114
C -28.260 25.685 -33.310 -0.042
C -26.878 25.065 -33.626 -0.391
C -26.234 24.504 -32.354 -0.225
O -26.264 25.442 -31.327 -0.168
C -25.681 24.953 -30.139 -0.090
N -27.130 23.957 -34.586 -0.087
H -28.348 26.179 -32.337 0.081
H -29.075 24.957 -33.270 0.082
H -28.517 26.482 -34.009 0.083
H -26.211 25.817 -34.045 0.110
H -25.213 24.168 -32.564 0.103
H -26.868 23.638 -32.094 0.125
H -25.472 25.766 -29.442 0.093
H -24.743 24.427 -30.336 0.078
H -26.430 24.355 -29.606 0.096
H -27.987 24.103 -35.125 0.081
H -27.554 23.214 -34.014 0.090
C -27.168 17.880 -32.855 -0.051
C -27.984 18.510 -31.726 -0.431
C -27.451 19.908 -31.391 -0.228
O -26.154 19.791 -30.838 -0.181
C -25.338 20.934 -31.000 -0.100
N -29.398 18.618 -32.128 0.035
H -27.770 17.160 -33.403 0.081
H -26.293 17.413 -32.408 0.080
H -26.825 18.681 -33.516 0.067
H -27.917 17.880 -30.838 0.138
H -28.054 20.402 -30.620 0.128
H -27.520 20.463 -32.337 0.111
H -25.514 21.393 -31.984 0.064
H -24.295 20.667 -30.869 0.088
H -25.716 21.683 -30.291 0.083
H -29.869 19.375 -31.644 0.065
H -29.429 18.856 -33.116 0.065

---

18
Properties=species:S:1:pos:R:3:lowdin_charge:R:1 method="wB97M-V/def2-TZVPD" smiles="NC(=O)[C@@H](N)CS.O" de_lowest_kcal_mol=66.1 spin_multiplicity=1 homo_energy_ev=-9.21 homo_lumo_gap_ev=9.82
N 2.027 -1.106 1.443 0.169
C 1.184 -0.623 0.485 -0.410
O 1.536 -0.301 -0.652 -0.015
C -0.434 -0.265 0.859 -0.308
N -0.616 0.958 1.706 0.002
C -1.167 0.115 -0.491 -0.520
S -2.958 -0.383 -0.726 0.645
H 1.673 -1.046 2.310 0.040
H 3.032 -1.462 1.276 0.173
H -0.675 -1.201 1.499 0.148
H -0.064 1.646 1.288 0.033
H -1.662 1.161 1.461 0.104
H -0.711 -0.317 -1.395 0.043
H -1.002 1.213 -0.778 0.105
H -3.501 -1.328 0.091 -0.159
O 3.133 1.658 -1.606 -0.115
H 2.165 1.557 -1.370 0.030
H 3.342 0.726 -1.851 0.035

---

13
Properties=species:S:1:pos:R:3:lowdin_charge:R:1 method="wB97M-V/def2-TZVPD" smiles="O=CC1(C=O)CC1" de_lowest_kcal_mol=34.7 spin_multiplicity=1 homo_energy_ev=-10.16 homo_lumo_gap_ev=10.70
O 2.504 -0.222 0.071 0.083
C 1.517 -0.184 -0.622 -0.207
C 0.139 0.139 -0.116 -0.363
C -0.337 1.534 -0.357 -0.193
O -1.456 1.905 -0.089 0.064
C -0.339 -0.503 1.165 -0.054
C -0.913 -0.948 -0.133 -0.060
H 1.592 -0.388 -1.708 0.134
H 0.411 2.238 -0.777 0.137
H -0.959 0.116 1.805 0.116
H 0.376 -1.144 1.672 0.116
H -1.920 -0.627 -0.383 0.113
H -0.616 -1.916 -0.529 0.114

---

95
Properties=species:S:1:pos:R:3:lowdin_charge:R:1 method="wB97M-V/def2-TZVPD" smiles="COP(=O)(OC)OC.COP(=O)(OC)OC.CCOC(C)=O.CCOC(C)=O.CCOC(C)=O.CCOC(C)=O.ClCCl" de_lowest_kcal_mol=19.0 spin_multiplicity=1 homo_energy_ev=-10.40 homo_lumo_gap_ev=10.84
C 6.053 3.636 -2.274 -0.111
O 5.668 3.746 -0.916 -0.203
P 4.154 4.080 -0.483 0.389
O 3.243 4.298 -1.620 -0.235
O 3.684 2.848 0.400 -0.220
C 3.806 1.507 -0.114 -0.059
O 4.359 5.285 0.526 -0.178
C 3.299 5.704 1.344 -0.121
H 6.745 4.426 -2.571 0.090
H 5.211 3.715 -2.962 0.074
H 6.568 2.687 -2.412 0.089
H 4.668 1.044 0.365 0.095
H 3.973 1.557 -1.186 0.067
H 2.915 0.988 0.224 0.086
H 3.524 5.743 2.418 0.093
H 2.418 5.073 1.214 0.081
H 2.967 6.747 1.262 0.093
C -3.127 4.609 -4.584 -0.090
O -3.342 4.032 -3.299 -0.214
P -2.662 4.656 -2.012 0.376
O -2.955 6.078 -1.766 -0.233
O -3.125 3.652 -0.842 -0.234
C -4.494 3.821 -0.406 -0.088
O -1.116 4.244 -2.174 -0.223
C -0.171 4.681 -1.188 -0.100
H -3.755 4.030 -5.270 0.088
H -2.113 4.357 -4.902 0.092
H -3.459 5.639 -4.686 0.093
H -5.050 2.922 -0.657 0.088
H -4.977 4.721 -0.783 0.083
H -4.429 3.942 0.675 0.090
H -0.329 5.473 -0.459 0.095
H 0.679 4.995 -1.802 0.077
H 0.187 3.764 -0.712 0.080
C 0.198 -6.636 1.051 -0.061
C 0.204 -5.222 1.647 -0.217
O 0.299 -4.217 0.633 -0.025
C 1.498 -3.741 0.294 -0.544
C 1.357 -2.535 -0.608 0.027
O 2.564 -4.120 0.694 0.114
H -0.094 -7.322 1.844 0.075
H 1.138 -6.976 0.613 0.077
H -0.467 -6.678 0.185 0.080
H -0.728 -5.071 2.179 0.085
H 1.042 -5.239 2.342 0.125
H 2.234 -2.581 -1.256 0.088
H 1.329 -1.620 -0.025 0.076
H 0.521 -2.647 -1.297 0.089
C 5.634 2.214 -6.214 -0.059
C 5.116 0.940 -5.560 -0.208
O 4.137 1.252 -4.567 -0.022
C 2.896 0.793 -4.712 -0.539
C 2.099 1.054 -3.455 0.024
O 2.453 0.167 -5.639 0.106
H 6.429 2.649 -5.605 0.067
H 4.877 2.997 -6.277 0.082
H 6.040 2.050 -7.211 0.076
H 4.746 0.169 -6.234 0.117
H 5.946 0.493 -5.006 0.120
H 1.060 0.746 -3.506 0.079
H 2.160 2.121 -3.221 0.086
H 2.552 0.561 -2.593 0.067
C -0.780 0.575 -1.058 -0.058
C -1.629 0.674 0.210 -0.202
O -1.725 -0.618 0.800 0.008
C -1.044 -0.886 1.913 -0.539
C -1.292 -2.281 2.425 0.026
O -0.397 -0.085 2.538 0.073
H -1.107 -0.317 -1.602 0.083
H 0.290 0.507 -0.881 0.058
H -1.050 1.380 -1.745 0.070
H -1.094 1.335 0.896 0.114
H -2.580 1.149 -0.015 0.113
H -2.168 -2.206 3.074 0.101
H -0.394 -2.489 3.004 0.096
H -1.539 -3.051 1.706 0.070
C -7.272 -7.449 5.814 -0.077
C -6.792 -6.689 4.590 -0.197
O -5.361 -6.538 4.703 -0.021
C -4.674 -6.072 3.666 -0.572
C -3.209 -5.967 3.971 0.026
O -5.167 -5.739 2.626 0.109
H -7.007 -8.504 5.833 0.076
H -8.357 -7.331 5.866 0.078
H -6.933 -7.044 6.772 0.077
H -7.006 -7.349 3.750 0.126
H -7.164 -5.668 4.568 0.130
H -2.765 -5.404 3.155 0.064
H -2.792 -6.971 4.032 0.093
H -3.073 -5.403 4.892 0.093
Cl -0.896 2.426 6.658 0.509
C -0.431 1.307 5.381 -1.022
Cl -0.301 -0.344 6.066 0.468
H -1.117 1.246 4.545 0.011
H 0.566 1.509 5.007 0.024

---

19
Properties=species:S:1:pos:R:3:lowdin_charge:R:1 method="wB97M-V/def2-TZVPD" de_lowest_kcal_mol=102.6 spin_multiplicity=1 homo_energy_ev=-7.99 homo_lumo_gap_ev=9.02
C -0.961 0.660 0.258 -0.154
C -0.997 1.958 0.415 0.006
C 3.107 -0.631 0.216 -0.094
C -3.050 -0.464 -0.342 -0.039
C 1.896 0.117 -0.335 -0.264
N -1.019 -1.653 0.122 0.027
N 0.205 -1.521 0.093 -0.046
N -1.709 -0.438 0.184 -0.175
N 0.693 -0.342 0.285 -0.037
H -0.106 2.555 0.359 0.039
H -1.915 2.467 0.659 0.050
H 3.207 -0.459 1.285 0.072
H 2.991 -1.698 0.042 0.065
H 4.009 -0.286 -0.284 0.069
H -3.756 -0.133 0.422 0.086
H -3.140 0.188 -1.215 0.091
H -3.275 -1.491 -0.625 0.082
H 1.971 1.184 -0.113 0.108
H 1.847 -0.013 -1.426 0.114

---

16
Properties=species:S:1:pos:R:3:lowdin_charge:R:1 method="wB97M-V/def2-TZVPD" smiles=CSC.CSS de_lowest_kcal_mol=12.2 spin_multiplicity=1 homo_energy_ev=-8.23 homo_lumo_gap_ev=8.72
C 1.703 -1.847 2.652 -0.475
S 2.066 -0.268 1.980 0.736
C 1.332 0.891 3.131 -0.424
H 2.592 -2.481 2.600 0.028
H 1.552 -1.784 3.732 0.035
H 0.892 -2.340 2.124 0.027
H 0.948 0.315 3.968 0.028
H 0.471 1.365 2.655 0.024
H 2.064 1.660 3.346 0.023
C -0.397 0.381 -3.474 -0.512
S -1.109 1.126 -1.980 0.361
S -2.167 -0.525 -1.274 0.294
H 0.608 0.722 -3.701 0.026
H -0.404 -0.704 -3.383 0.006
H -1.004 0.524 -4.376 0.029
H -3.426 -0.283 -1.663 -0.208